Below is a 2-piece molecular cluster, C29H48BrClF9N2O12P2S3 overall, with properties calculated with ωB97M-V/def2-TZVPD.

Multiplicity: 1
Charge: +1
Lowest unoccupied orbital energy (Eh): -0.1776
Largest force on an atom (eV/Å): 5.83

```
107
C29H48BrClF9N2O12P2S3, DFT ωB97M-V/def2-TZVPD
Br 3.69107 1.32476 2.44041
Cl -0.00135 -0.76504 -2.36740
S 2.19399 -2.38370 -0.77668
S -4.16784 2.00695 -1.55982
S -4.64049 -0.47023 -3.12404
P 1.98318 2.26872 1.36418
P -6.50098 -3.79889 2.34417
F 0.73812 -4.45300 2.49623
F 2.41575 -4.57458 4.50763
F 3.87032 -4.44990 2.20889
F 3.73648 -1.86885 1.35430
F 2.40976 -5.05621 0.75132
F 4.46811 -3.37527 -0.05000
F 1.20554 -2.81404 4.63035
F 3.26237 -2.61690 4.05935
F 1.17664 -2.35794 2.11768
O 4.66000 -0.74285 -1.53842
O -7.69233 -4.61333 1.54244
O 0.93266 -2.97487 -0.45624
O -5.90821 -5.13754 3.04226
O 2.73769 -2.72243 -2.04926
O -6.02944 -2.88322 3.59466
O 0.76327 1.26432 1.75392
O 2.70315 2.72973 -1.28959
O -5.74936 -3.25926 1.18387
O 6.13200 -1.48557 -3.07391
O 7.79024 -2.58173 -0.61107
O -6.74249 2.44547 0.48463
N 2.87191 0.38015 -0.60787
N -6.31528 0.30376 -1.24284
C 4.33435 0.19186 -0.57288
C -0.29261 2.45997 -0.80825
C 4.58306 6.04221 -2.34845
C -4.62563 -2.64264 3.67272
C 2.81317 -4.02505 1.47749
C -7.36263 1.30765 -1.50903
C 5.92339 -0.47003 -2.16743
C -6.01279 1.36684 1.04099
C -5.52315 -6.23645 2.21343
C 1.99636 -0.55250 -0.71543
C -2.49495 1.32560 -1.45911
C 3.39134 -2.90398 0.56875
C 3.79362 3.56183 -0.80310
C -6.08601 0.08075 0.19009
C 2.21811 1.75360 -0.47975
C 4.19705 5.41198 0.81322
C 2.19702 -3.39969 3.96397
C -1.44767 2.37454 -1.82798
C 7.51750 -3.14279 -1.90098
C 0.80859 1.43016 -1.03322
C 7.41843 -2.09863 -2.98477
C 2.01935 5.89839 -2.35000
C -7.86340 1.95670 -0.23472
C 1.71752 -3.53814 2.49011
C 3.33787 4.95051 -0.36332
C 3.30388 5.99580 -1.49011
C 0.57035 -0.07997 -0.81840
C -5.12708 0.54361 -1.96536
C -8.93499 -4.94998 2.19739
H 4.81089 1.15050 -0.79287
H -8.43550 1.26675 0.39346
H 8.35955 -3.79467 -2.14197
H 2.31368 4.84336 0.00708
H 8.21414 -1.35743 -2.88332
H 6.62904 -3.77419 -1.87283
H -6.94640 2.11715 -2.11597
H -1.00732 2.17747 -2.80652
H 6.97939 -2.62743 -0.09733
H 6.72389 -0.40872 -1.42604
H 4.16458 4.70332 1.64212
H -8.19183 0.90095 -2.09406
H -0.02231 -0.39029 0.03527
H -4.06537 -3.57266 3.59025
H 0.16471 3.44545 -0.91530
H -6.85404 -0.57086 0.60073
H -4.31656 -1.94933 2.89284
H -5.24371 -5.89721 1.21602
H -9.53427 -5.50438 1.48102
H 4.30372 3.07394 0.03233
H 7.58579 -2.60271 -3.93606
H 5.39380 5.45133 -1.91778
H -4.99012 1.67619 1.23949
H -2.47471 0.51312 -2.17949
H -5.15881 -0.48327 0.28953
H 3.24158 6.96561 -0.99412
H 4.52843 3.60176 -1.60472
H 0.98299 1.49097 -2.11101
H -6.46159 1.12327 2.01468
H -4.66718 -6.70780 2.69222
H -0.74959 2.40561 0.17848
H 5.23133 5.53831 0.48744
H -9.47924 -4.05322 2.49009
H 3.84800 6.36959 1.19435
H -8.47024 2.82159 -0.49188
H 0.09897 1.79860 2.21192
H -8.75507 -5.57616 3.07420
H 1.42824 5.01525 -2.11590
H 4.96155 7.05118 -2.48122
H 1.38240 6.75978 -2.14811
H 5.81529 0.48163 -2.70612
H 2.25927 5.95592 -3.40883
H -4.45490 -2.19452 4.64981
H 4.38565 5.60051 -3.32516
H -2.33859 0.89740 -0.46683
H 4.64613 -0.09634 0.42670
H -6.33101 -6.96409 2.14069
H -1.86928 3.37804 -1.87225
```